Entry 1:
The following is a quantum chemistry calculation of a 3-piece molecular cluster, C24H31NO12 overall, from the OMol25 dataset.

Its highest occupied orbital energy is -9.703 eV. As for the maximum force: 0.9 eV/A. The energy above the lowest of the compared OMol25 structures with the same formula, charge and spin is 0.361 eV. The calculation puts the LUMO energy at -1.65 eV. Its gap between HOMO and LUMO is 8.052 eV. Its charge is 0. As for the SMILES: [H]/N=C\C[C@@H](CCO)OC(=O)OC[C@@H](C)C(C)C.O=C1C=C(O)C(=O)C=C1O.O=C1C=C(O)C(=O)C=C1O. Its multiplicity is 1. The value obtained for the energy is -51449.425 eV.

XYZ file:
```
68
Properties=species:S:1:pos:R:3:mulliken_charge:R:1
H -1.267 -2.739 3.301 0.284
N -2.098 -2.398 2.812 -0.739
C -2.182 -1.146 2.906 -0.218
C -1.259 -0.223 3.657 -0.662
C -0.853 0.958 2.779 0.585
C 0.189 1.912 3.373 -0.741
C 1.286 1.370 4.271 -0.708
O 2.328 0.877 3.441 -0.471
O -0.521 0.523 1.442 -0.468
C 0.617 -0.181 1.257 0.696
O 0.926 -1.152 1.889 -0.552
O 1.313 0.354 0.251 -0.287
C 1.935 -0.586 -0.644 -1.254
C 0.991 -1.161 -1.722 1.071
C 0.601 -2.603 -1.390 -1.899
C -0.200 -0.228 -2.027 1.694
C -1.382 -0.963 -2.657 -1.805
C 0.253 0.936 -2.928 -1.519
H -3.011 -0.655 2.388 0.435
H -0.390 -0.790 3.989 0.321
H -1.804 0.172 4.522 0.368
H -1.751 1.555 2.626 0.084
H -0.369 2.650 3.961 0.382
H 0.667 2.465 2.559 0.464
H 0.909 0.594 4.944 0.320
H 1.659 2.187 4.898 0.369
H 2.852 0.234 3.925 0.295
H 2.757 -0.038 -1.101 0.390
H 2.376 -1.389 -0.052 0.497
H 1.585 -1.199 -2.639 0.281
H 1.482 -3.150 -1.046 0.423
H 0.243 -3.120 -2.280 0.446
H -0.163 -2.663 -0.611 0.318
H -0.556 0.221 -1.099 -0.463
H -2.159 -0.243 -2.920 0.508
H -1.093 -1.497 -3.566 0.310
H -1.833 -1.674 -1.965 0.375
H -0.574 1.314 -3.530 0.418
H 1.072 0.642 -3.588 0.246
H 0.612 1.774 -2.326 0.334
O -3.515 2.978 3.271 -0.546
C -4.122 3.941 2.829 0.992
C -5.557 4.083 2.850 -1.064
C -6.101 5.189 2.320 0.293
O -7.398 5.431 2.281 -0.575
C -5.263 6.292 1.700 1.140
O -5.875 7.239 1.241 -0.624
C -3.824 6.154 1.692 -0.980
C -3.281 5.049 2.223 0.266
O -1.980 4.817 2.269 -0.590
H -6.149 3.293 3.292 0.443
H -7.498 6.299 1.838 0.378
H -3.232 6.945 1.257 0.444
H -1.872 3.943 2.694 0.321
O 6.425 -6.234 -4.250 -0.632
C 5.558 -5.379 -4.280 0.989
C 5.623 -4.160 -5.052 -1.001
C 4.597 -3.300 -4.981 0.354
O 4.542 -2.155 -5.640 -0.585
C 3.376 -3.559 -4.119 1.080
O 2.519 -2.691 -4.126 -0.619
C 3.301 -4.783 -3.359 -1.043
C 4.327 -5.646 -3.432 0.376
O 4.374 -6.796 -2.785 -0.583
H 6.497 -3.981 -5.663 0.430
H 3.689 -1.743 -5.393 0.357
H 2.423 -4.967 -2.757 0.477
H 5.232 -7.203 -3.023 0.374
```



Entry 2:
The following is a quantum chemistry calculation of C3H9NO in the gas phase in a non-equilibrium geometry, from the OMol25 dataset.

Its highest occupied orbital energy is -9.047 eV. As for the maximum force: 3.1 eV/A. The energy above the lowest of the compared OMol25 structures with the same formula, charge and spin is 0.948 eV. The calculation puts the LUMO energy at 1.02 eV. Its gap between HOMO and LUMO is 10.068 eV. Its charge is 0. As for the SMILES: C[C@@H](O)CN. Its multiplicity is 1. The value obtained for the energy is -6794.108 eV.

XYZ file:
```
14
Properties=species:S:1:pos:R:3:mulliken_charge:R:1
C -0.459 0.014 1.571 -1.427
C 0.404 -0.468 0.418 0.441
O -0.329 -1.393 -0.395 -0.547
C 0.809 0.681 -0.482 -0.651
N -0.355 1.154 -1.131 -0.630
H -0.623 -0.787 2.289 0.397
H 0.086 0.721 2.150 0.367
H -1.391 0.473 1.232 0.399
H 1.382 -0.873 0.798 0.167
H -0.820 -1.956 0.177 0.309
H 1.325 1.514 0.069 0.385
H 1.557 0.345 -1.163 0.334
H -0.210 1.927 -1.822 0.228
H -0.715 0.338 -1.690 0.228
```